(1)
This record from the OMol25 dataset describes a molecular structure, C5H11EuO3. The level of theory is wB97M-V/def2-TZVPD.

Geometry as XYZ:
```
20
Properties=species:S:1:pos:R:3:forces:R:3
C 1.25523 0.51291 1.08445 -1.5 -0.3 1.8
O 0.33510 0.98678 0.07258 -0.2 -0.1 0.6
C -0.14156 0.04469 -0.84712 0.1 -0.1 -0.3
C -0.79662 -1.17106 -0.20704 0.6 -0.2 -0.5
O -1.73830 -0.75995 0.77587 -0.2 -0.1 1.0
C -3.04101 -0.46291 0.29766 -0.5 -0.1 -0.4
H 1.74922 1.40477 1.50193 0.5 -0.9 -0.6
H 1.68845 -0.50023 0.97293 0.3 1.2 -0.4
H 0.67272 -0.33123 -1.49223 -0.3 0.2 0.0
H -0.88118 0.60208 -1.43898 0.3 -0.3 -0.1
H -0.07266 -1.81473 0.30893 -0.1 0.2 -0.1
H -1.26469 -1.78746 -0.98824 -0.1 0.2 0.3
H -3.01427 0.39480 -0.38915 -0.1 -0.3 0.1
H -3.44838 -1.36264 -0.18499 0.0 0.4 0.0
H -3.68217 -0.22687 1.15377 0.2 0.0 -0.1
Eu -0.76415 0.29923 2.73424 0.6 0.3 -1.0
O 3.05878 1.89147 -1.67749 -1.1 -1.6 2.6
C 3.11692 1.06670 -0.74784 3.8 0.9 -3.4
H 3.85377 1.23173 0.07023 -1.1 0.5 0.5
H 3.11478 -0.01806 -0.99950 -1.3 0.2 0.2
```
Positions in Å, forces in eV/Å.

Values from the calculation:
Gap between HOMO and LUMO (alpha / beta) (eV): 5.756 / 5.888
Highest occupied orbital energy (alpha / beta) (eV): -10.4 / -10.5
Energy relative to the best compared isomer or geometry (same formula, charge and spin) (eV): 3.5412
2S+1: 8
Charge: +1


(2)
This record from the OMol25 dataset describes C5H11FN2 in the gas phase. The level of theory is wB97M-V/def2-TZVPD.

Geometry as XYZ:
```
19
Properties=species:S:1:pos:R:3:forces:R:3
H 3.47502 -1.07993 0.29904 -0.4 1.5 -0.9
N 3.22044 -0.36453 -0.45873 0.1 -2.5 1.5
C 1.99292 -0.03690 -0.42686 -0.3 3.1 -1.0
N 0.98586 -0.00879 0.50279 1.5 -1.1 4.7
C -0.40883 0.49038 0.38274 1.7 0.7 2.0
C -0.52635 1.89994 -0.07761 -1.2 1.1 -2.4
C -1.25224 -0.44100 -0.44232 -0.2 -0.3 0.8
C -1.15096 -1.82423 0.07142 0.7 0.4 1.4
F -2.54337 0.01454 -0.40846 -1.2 0.3 0.1
H 1.72874 0.66792 -1.24646 -0.2 -0.7 -0.1
H 1.30132 -0.13998 1.60694 -1.0 0.1 -4.2
H -0.63579 0.63223 1.50379 -0.7 -1.2 -1.7
H -1.63695 2.10791 -0.19302 1.3 -0.1 -0.1
H -0.02471 2.13802 -1.08930 -0.7 -0.3 1.7
H -0.21031 2.54668 0.70950 0.6 0.7 0.2
H -0.95649 -0.37415 -1.44908 0.7 0.2 -1.6
H -1.70268 -1.74729 1.03770 0.8 -0.6 -0.2
H -0.02199 -1.88567 0.17864 -1.6 -1.1 0.2
H -1.63363 -2.59514 -0.50072 0.1 -0.2 -0.5
```
Positions in Å, forces in eV/Å.

Values from the calculation:
Gap between HOMO and LUMO (eV): 9.807
Structure (SMILES): [H]/N=C\N[C@@H](C)[C@@H](C)F
Highest occupied orbital energy (eV): -9.1
Energy relative to the best compared isomer or geometry (same formula, charge and spin) (eV): 1.5872


(3)
This record from the OMol25 dataset describes a gas-phase ion, C5H11IN4 (charge +2). The level of theory is wB97M-V/def2-TZVPD.

Geometry as XYZ:
```
21
Properties=species:S:1:pos:R:3:forces:R:3
C 0.43113 -1.22997 -1.08808 1.7 2.0 3.0
C -0.05066 1.21230 -0.96351 -1.2 1.8 1.8
C 1.73729 -0.53377 0.82475 -0.6 -0.5 -1.0
C 0.72015 0.50560 1.26366 0.5 -0.9 1.1
C -0.52155 -0.06677 1.92384 -0.9 -1.4 1.8
N -0.20070 -0.06940 -1.52045 -0.8 -1.0 -2.2
N 0.50122 1.48989 0.26689 -1.0 -0.7 -2.9
N 0.49874 -2.36300 -1.69602 1.0 -0.8 -1.0
N -0.68947 2.20005 -1.61299 0.7 -0.3 0.7
I 3.55815 0.01137 -0.11930 -1.1 -0.4 0.7
H 1.73656 -1.42105 1.50210 0.2 0.5 -1.0
H 1.12194 1.10947 2.09087 0.8 -0.4 -0.2
H -0.80684 -1.09788 1.74817 0.4 -0.4 -1.0
H -1.46059 0.45822 1.81163 0.1 0.7 -0.3
H -0.39650 -0.16492 3.02910 0.3 0.6 -0.7
H -0.82940 -0.11824 -2.44568 1.7 0.4 2.5
H 0.61515 2.41205 0.67254 -0.4 0.4 -1.2
H 1.15300 -3.17716 -1.35015 -1.9 2.2 -0.7
H 0.19112 -2.42677 -2.69573 0.2 -0.4 1.0
H -0.93420 2.13432 -2.55571 -0.3 -0.9 -1.8
H -0.93075 3.15787 -1.36800 0.7 -0.3 1.2
```
Positions in Å, forces in eV/Å.

Values from the calculation:
Gap between HOMO and LUMO (alpha / beta) (eV): 8.270 / 8.269
Highest occupied orbital energy (alpha / beta) (eV): -17.0 / -17.0
Energy relative to the best compared isomer or geometry (same formula, charge and spin) (eV): 0.7452
Charge: +2


(4)
This record from the OMol25 dataset describes 2 unconnected molecules or ions with the total composition C5H11IS3. The level of theory is wB97M-V/def2-TZVPD.

Geometry as XYZ:
```
20
Properties=species:S:1:pos:R:3:forces:R:3
C 0.55143 -1.77004 -1.22935 0.1 0.1 0.0
C -1.12325 0.00321 -1.53347 0.1 0.4 0.1
C 0.23587 -0.30604 -0.91405 0.0 -0.1 -0.2
C 0.30674 1.38301 1.08524 -2.0 1.2 -1.6
C 0.31109 -0.03863 0.60893 0.1 -0.6 0.5
S -0.09635 1.58379 2.77726 0.1 0.1 0.3
S 1.91677 -0.77982 1.20672 -0.2 -0.2 -0.2
S -1.03287 -0.91902 1.51113 0.4 -0.4 -0.1
I 1.79129 2.65838 0.28521 -0.2 -0.1 0.1
H 1.59046 -2.01870 -1.03833 0.0 -0.1 0.0
H 0.34197 -1.96210 -2.27800 0.0 0.0 -0.1
H -0.08230 -2.42212 -0.62946 0.0 -0.1 0.0
H -1.46717 1.00333 -1.25497 -0.1 -0.2 -0.2
H -1.86718 -0.72138 -1.20948 -0.1 -0.1 0.0
H -1.04733 -0.02705 -2.61725 0.0 -0.1 -0.1
H 0.99509 0.33216 -1.38179 -0.1 0.0 0.0
H -1.35575 1.99504 0.01582 1.9 -0.4 1.5
H 0.41019 2.81223 2.91996 0.1 0.1 -0.1
H 1.60632 -0.75356 2.50121 0.0 0.2 0.2
H -1.98503 -0.05269 1.17466 -0.3 0.2 -0.1
```
Positions in Å, forces in eV/Å.

Values from the calculation:
Gap between HOMO and LUMO (alpha / beta) (eV): 7.511 / 8.101
Highest occupied orbital energy (alpha / beta) (eV): -8.1 / -8.7
Energy relative to the best compared isomer or geometry (same formula, charge and spin) (eV): 2.5512


(5)
This record from the OMol25 dataset describes a molecular structure, C5H11InO3. The level of theory is wB97M-V/def2-TZVPD.

Geometry as XYZ:
```
20
Properties=species:S:1:pos:R:3:forces:R:3
C 1.58967 0.61015 0.85232 2.6 0.5 -2.5
O 0.50690 1.29175 0.17657 1.0 -0.1 -0.4
C -0.04547 0.67989 -0.98004 0.0 -0.3 -0.9
C -0.81288 -0.57421 -0.62333 0.5 -0.6 -0.5
O -1.71127 -0.21954 0.42188 -0.6 -1.3 -1.8
C -2.86980 -1.02930 0.54133 -0.8 -0.8 0.1
H 2.01237 1.33721 1.56017 -0.6 -0.5 0.1
H 1.33870 -0.39085 1.24779 -0.1 0.6 0.1
H 0.73356 0.45585 -1.71889 -0.3 0.2 0.1
H -0.73050 1.43181 -1.39458 0.2 -0.2 0.0
H -0.16193 -1.37640 -0.24498 -0.1 0.1 -0.2
H -1.33226 -0.95347 -1.51481 -0.1 0.2 0.3
H -3.46091 -0.95745 -0.38173 0.1 -0.1 0.3
H -2.56172 -2.06615 0.73654 -0.2 0.2 -0.1
H -3.46037 -0.66576 1.38859 0.2 0.0 -0.2
In -0.99966 1.24433 1.65445 -1.1 2.7 4.1
O 3.18817 1.40324 -0.99898 -0.1 -0.2 0.2
C 2.78617 0.36873 -0.26607 -1.7 -1.4 2.4
H 3.57060 -0.07848 0.40027 0.2 0.4 -0.8
H 2.42063 -0.51135 -0.85649 0.7 0.5 -0.2
```
Positions in Å, forces in eV/Å.

Values from the calculation:
Gap between HOMO and LUMO (alpha / beta) (eV): 9.137 / 7.175
Highest occupied orbital energy (alpha / beta) (eV): -12.7 / -12.7
Energy relative to the best compared isomer or geometry (same formula, charge and spin) (eV): 0.0948
2S+1: 2
Charge: +1


(6)
This record from the OMol25 dataset describes a gas-phase ion, C5H11N (charge -1). The level of theory is wB97M-V/def2-TZVPD.

Geometry as XYZ:
```
17
Properties=species:S:1:pos:R:3:forces:R:3
C 0.86643 -0.99175 1.04147 -0.6 -1.3 -1.1
C 0.13194 0.33595 1.08053 -0.5 0.8 0.7
C -0.65088 0.76781 -0.14252 0.5 -1.0 -0.5
C -0.57955 2.03769 -0.73264 0.2 0.2 -0.7
C -1.32443 -0.39395 -0.92246 1.4 1.4 1.3
N 1.73995 -1.26417 -0.10125 1.0 0.0 0.1
H 0.10809 -1.78124 0.95466 0.0 0.0 0.2
H 1.43175 -1.24972 1.94664 -0.1 0.4 0.1
H 0.85857 1.07918 1.44848 -0.3 0.3 -0.5
H -0.59307 0.25165 1.91560 0.2 -0.2 0.4
H -0.62479 2.10957 -1.82535 -0.3 0.1 0.0
H -0.66069 2.99823 -0.23520 0.3 0.0 0.3
H -1.81361 -0.95473 -0.12130 -0.7 -0.5 -0.5
H -1.97078 0.07180 -1.65755 -0.4 -0.3 0.0
H -0.60735 -1.06929 -1.42441 -0.2 -0.1 -0.2
H 2.43308 -0.53701 -0.24953 -0.3 0.1 0.0
H 1.25535 -1.41000 -0.97516 -0.2 0.3 0.2
```
Positions in Å, forces in eV/Å.

Values from the calculation:
Gap between HOMO and LUMO (alpha / beta) (eV): 3.577 / 6.588
Highest occupied orbital energy (alpha / beta) (eV): 0.9 / -2.2
Energy relative to the best compared isomer or geometry (same formula, charge and spin) (eV): 1.2702
2S+1: 2
Charge: -1


- Which of these has the highest energy relative to the best compared isomer or geometry (same formula, charge and spin)?
  C5H11EuO3